1.
C4H10O | ωB97M-V/def2-TZVPD

Structure (XYZ):
```
15
Properties=species:S:1:pos:R:3:forces:R:3
C 2.044 0.658 -0.074 1.54 -0.42 1.42
C 1.214 -0.724 -0.220 1.71 -0.50 0.49
C -0.983 -0.332 0.475 -0.20 0.15 -2.23
C -2.295 0.299 -0.268 -2.05 0.43 -0.86
H 1.374 1.594 0.465 1.92 -2.87 -1.84
H 2.530 0.978 -1.218 -1.30 -0.74 3.82
H 2.964 0.278 0.903 -2.41 1.68 -3.45
H 1.132 -1.245 0.860 0.25 1.08 -2.33
H 1.760 -1.538 -0.937 -1.13 2.17 1.61
H -1.001 -1.458 1.017 -0.54 3.07 -1.65
H -0.591 0.426 1.255 -0.49 -1.19 -1.28
H -3.171 0.263 0.553 1.67 0.14 -2.18
H -2.222 1.549 -0.680 0.29 -4.02 1.60
H -2.693 -0.332 -1.403 1.48 1.75 3.99
O -0.062 -0.417 -0.729 -0.75 -0.70 2.89
```
Positions in Å, forces in eV/Å.

Calculated values
total energy: -233.4374 Ha
charge: 0
LUMO: 1.00 eV
highest occupied orbital energy: -9.7 eV

---

2.
C4H10O | ωB97M-V/def2-TZVPD

Structure (XYZ):
```
15
Properties=species:S:1:pos:R:3:forces:R:3
C 1.907 0.326 0.476 -0.11 0.02 0.08
C 1.851 -0.818 -0.497 -0.16 -0.18 0.04
O 1.056 -1.726 -0.445 0.40 0.35 -0.04
C -1.737 -0.687 0.691 -0.17 0.09 -0.08
C -2.524 0.303 0.285 0.06 -0.14 0.08
H 1.972 1.275 -0.066 0.01 -0.12 0.04
H 2.812 0.239 1.089 -0.08 -0.02 -0.11
H 1.026 0.326 1.120 0.12 -0.02 -0.07
H -0.050 1.282 -1.956 -0.05 -0.02 0.06
H 2.618 -0.789 -1.301 -0.08 -0.06 0.05
H -1.431 -0.788 1.730 -0.06 0.06 -0.13
H -1.358 -1.439 0.007 -0.06 0.09 0.08
H -2.891 1.060 0.971 0.03 -0.07 -0.06
H -2.839 0.393 -0.753 0.07 -0.03 0.17
H -0.412 1.042 -1.349 0.07 0.04 -0.12
```
Positions in Å, forces in eV/Å.

Calculated values
total energy: -233.5574 Ha
charge: 0
LUMO: 1.17 eV
SMILES string: [H][H].CC=O.C=C
highest occupied orbital energy: -9.9 eV

---

3.
C4H10O | ωB97M-V/def2-TZVPD

Structure (XYZ):
```
15
Properties=species:S:1:pos:R:3:forces:R:3
C 0.146 1.456 -3.680 -0.48 -0.16 0.08
O -0.942 1.829 -2.856 -0.30 0.35 0.30
H 0.074 1.939 -4.645 0.26 0.35 -0.34
H 1.084 1.673 -3.182 0.36 -0.08 -0.14
H 0.041 0.390 -3.878 0.16 -0.05 0.23
H -0.881 2.774 -2.654 0.01 -0.40 -0.13
C 0.960 -1.812 2.432 0.12 0.64 -0.96
C -0.433 -1.272 2.481 0.01 0.08 0.37
C -0.819 -0.033 2.216 -0.34 -0.59 -0.59
H 1.721 -1.039 2.322 -0.12 0.27 0.43
H 1.207 -2.457 3.259 0.07 -0.34 0.13
H 1.052 -2.320 1.466 -0.02 -0.59 0.30
H -1.207 -1.993 2.725 0.00 -0.10 -0.09
H -1.884 0.133 2.074 0.19 0.40 0.35
H -0.119 0.732 1.922 0.08 0.23 0.06
```
Positions in Å, forces in eV/Å.

Calculated values
total energy: -233.5864 Ha
charge: 0
LUMO: 0.91 eV
SMILES string: C=CC.CO
highest occupied orbital energy: -9.5 eV

---

4.
C4H10O | ωB97M-V/def2-TZVPD

Structure (XYZ):
```
15
Properties=species:S:1:pos:R:3:forces:R:3
C 0.244 1.060 -0.607 -1.38 -1.15 -1.39
C 0.964 -0.209 -0.370 -0.96 0.35 -0.37
C 2.253 -0.130 -0.048 1.50 -0.13 2.61
C 0.284 -1.448 -0.886 -0.29 -0.17 0.33
H -0.721 1.137 -0.087 0.33 0.05 -0.08
H 0.954 1.743 -0.316 0.85 2.54 0.60
H 0.077 1.126 -1.712 -0.12 0.23 0.80
H 2.855 -1.037 0.334 -0.87 1.40 -1.22
H 2.690 0.895 0.270 -0.70 -1.88 -0.72
H 1.191 -1.922 -1.046 1.23 -2.36 -1.00
H -0.359 -2.136 -0.299 0.29 0.99 0.20
H -0.206 -1.273 -1.852 0.10 0.14 0.26
H -3.995 1.233 2.216 -1.04 0.59 0.17
H -3.102 0.010 2.437 0.14 3.00 -1.60
O -3.130 0.951 1.966 0.91 -3.60 1.42
```
Positions in Å, forces in eV/Å.

Calculated values
total energy: -233.5715 Ha
charge: 0
LUMO: 0.76 eV
SMILES string: C=C(C)C.O
highest occupied orbital energy: -9.2 eV

---

5.
C4H10O | ωB97M-V/def2-TZVPD

Structure (XYZ):
```
15
Properties=species:S:1:pos:R:3:forces:R:3
C -1.447 -0.379 -1.187 2.29 1.21 -1.07
O -2.157 0.893 -1.362 0.77 -1.27 0.76
H -0.515 -0.287 -1.858 -1.64 -0.38 0.28
H -2.130 -1.160 -1.541 0.67 -0.25 0.47
H -0.841 -0.548 -0.228 -2.13 0.36 -0.69
H -3.078 0.653 -1.250 -0.20 0.31 0.10
C 1.484 -1.119 0.800 -3.31 2.30 -0.02
C 1.150 0.345 1.180 0.81 0.25 1.57
C 0.693 1.412 0.513 1.63 0.80 -1.72
H 2.121 -1.568 1.530 0.42 -0.44 0.04
H 1.675 -1.253 -0.251 0.73 -0.10 -0.24
H 0.411 -1.437 0.902 1.05 -1.02 0.24
H 1.239 0.523 2.313 -0.16 -0.38 -1.68
H 0.689 2.356 1.095 -0.58 -0.68 -0.54
H 0.706 1.569 -0.657 -0.34 -0.70 2.52
```
Positions in Å, forces in eV/Å.

Calculated values
total energy: -233.5463 Ha
charge: 0
LUMO: 1.01 eV
SMILES string: C=CC.CO
highest occupied orbital energy: -9.5 eV

---

6.
C4H10O | ωB97M-V/def2-TZVPD

Structure (XYZ):
```
15
Properties=species:S:1:pos:R:3:forces:R:3
C -1.057 -0.811 -1.305 -0.07 0.04 -0.08
C -0.189 -1.313 -0.146 0.05 0.08 -0.01
C 1.170 -0.674 -0.229 -0.10 -0.44 0.00
C -0.069 2.208 1.208 0.00 0.00 0.01
O 2.073 -1.625 -0.106 0.08 0.26 -0.01
H -0.646 -1.133 -2.267 -0.07 0.05 0.14
H -1.098 0.283 -1.308 0.00 -0.17 0.00
H -2.077 -1.199 -1.227 0.15 0.05 0.00
H -0.623 -0.957 0.800 0.11 -0.02 -0.12
H -0.148 -2.411 -0.107 0.04 0.15 -0.02
H 0.517 1.521 0.589 -0.13 0.20 0.13
H -0.428 3.042 0.599 0.04 -0.10 0.09
H -0.926 1.679 1.636 0.12 0.10 -0.06
H 0.556 2.593 2.018 -0.10 -0.04 -0.11
H 2.944 -1.203 -0.156 -0.12 -0.14 0.02
```
Positions in Å, forces in eV/Å.

Calculated values
total energy: -233.5441 Ha
charge: 0
LUMO: 0.86 eV
highest occupied orbital energy: -8.6 eV